1.
ORCA calculation (ωB97M-V/def2-TZVPD) on a structure of composition C29H50MnP2 at a distorted geometry.

As for the expectation value of S²: 3.9022. The net charge is +2. The calculation puts the HOMO energy (alpha / beta) at -13.954 / -13.963 eV. The calculation puts the maximum force at 2.74 eV/A. Its spin multiplicity is 4. The value obtained for the frontier orbital gap (alpha / beta) is 0.2663 / 0.2485 hartree.

The geometry in XYZ format:
```
82
C29H50MnP2 ωB97M-V/def2-TZVPD
Mn -0.029 0.029 -0.456
C -0.944 -1.700 0.434
C 0.378 -2.045 -0.030
C 0.596 -0.374 1.571
C -0.802 -0.678 1.434
C 1.329 -1.213 0.662
C -2.199 -2.443 0.150
H -2.172 -2.907 -0.840
H -3.078 -1.789 0.204
H -2.340 -3.242 0.895
C -1.878 -0.115 2.290
H -2.842 -0.587 2.068
H -1.974 0.967 2.124
H -1.640 -0.276 3.350
C 1.168 0.548 2.584
H 0.907 0.207 3.597
H 0.763 1.559 2.454
H 2.259 0.598 2.502
C 2.805 -1.365 0.642
H 3.127 -2.049 1.445
H 3.315 -0.408 0.808
H 3.146 -1.779 -0.312
C 0.722 -3.220 -0.862
H 0.880 -4.096 -0.214
H 1.651 -3.065 -1.425
H -0.078 -3.479 -1.564
C -1.635 1.326 -5.697
C -1.839 0.024 -5.975
C -1.035 -0.782 -6.947
C 0.462 -0.371 -7.083
C 1.156 0.101 -5.845
C 1.338 1.400 -5.542
C 0.619 2.527 -6.212
C -0.868 2.253 -6.592
H -1.488 -0.728 -7.954
H 0.544 0.379 -7.882
H -1.079 -1.848 -6.663
H -0.897 1.891 -7.630
H -2.188 1.814 -4.883
H -2.750 -0.476 -5.608
H -1.383 3.226 -6.583
H 0.642 3.415 -5.556
H 2.101 1.746 -4.831
H 1.155 2.819 -7.134
H 0.993 -1.268 -7.437
H 1.613 -0.705 -5.255
P -1.444 0.547 -2.013
C -2.919 1.536 -2.044
C -1.722 -0.986 -2.940
P 1.376 1.015 -1.834
C -0.081 1.400 -2.900
C 2.551 -0.012 -2.763
C 2.248 2.523 -1.401
H -2.881 2.258 -1.215
H -3.780 0.865 -1.912
H -2.992 2.065 -3.004
H -1.617 -0.791 -4.010
H -2.749 -1.321 -2.735
H -1.009 -1.777 -2.662
H 2.364 3.155 -2.291
H 3.235 2.236 -1.008
H 1.681 3.053 -0.624
H -0.253 2.481 -2.993
H -0.021 0.968 -3.899
H 3.545 0.115 -2.304
H 2.601 0.297 -3.809
H 2.258 -1.073 -2.720
C -0.662 3.751 3.091
C -1.156 3.945 1.654
C -2.680 4.090 1.687
C -0.534 5.232 1.111
C -0.769 2.821 0.805
C -0.507 1.875 0.069
H -0.978 4.614 3.693
H 0.428 3.685 3.137
H -1.078 2.846 3.550
H -2.954 4.951 2.310
H -3.095 4.250 0.686
H -3.158 3.197 2.108
H 0.555 5.146 1.101
H -0.883 5.427 0.093
H -0.806 6.093 1.742
```

=====

2.
ORCA calculation (ωB97M-V/def2-TZVPD) on an isolated molecule of C29H50O2.

Its SMILES is Cc1c(C)c2c(c(C)c1O)CC[C@](C)(CCC[C@H](C)CCC[C@H](C)CCCC(C)C)O2. The calculation puts the HOMO energy at -7.536 eV. The calculation puts the maximum force at 0.79 eV/A. Its spin multiplicity is 1. The value obtained for the frontier orbital gap is 0.3021 hartree.

The geometry in XYZ format:
```
81
C29H50O2 ωB97M-V/def2-TZVPD
C 6.824 -3.688 -0.253
C 6.481 -2.230 -0.179
C 5.166 -1.804 -0.309
C 4.068 -2.799 -0.535
C 4.865 -0.440 -0.214
C 5.872 0.497 0.011
C 7.200 0.074 0.091
C 8.332 1.057 0.259
C 7.492 -1.287 0.014
O 8.779 -1.750 0.131
C 5.514 1.952 0.187
C 4.018 2.115 0.433
C 3.217 1.256 -0.549
C 3.524 1.640 -2.004
C 1.702 1.375 -0.310
C 1.260 0.961 1.093
C -0.246 0.712 1.188
C -1.136 1.923 0.877
C -0.904 3.053 1.877
C -2.603 1.475 0.874
C -3.580 2.545 0.388
C -4.979 1.973 0.142
C -5.107 1.218 -1.188
C -5.362 2.199 -2.331
C -6.229 0.173 -1.131
C -5.833 -1.089 -0.367
C -6.990 -2.085 -0.309
C -6.685 -3.403 0.417
C -5.589 -4.204 -0.284
C -6.323 -3.181 1.884
O 3.541 -0.112 -0.342
H 7.888 -3.826 -0.089
H 6.272 -4.249 0.499
H 6.565 -4.092 -1.231
H 3.977 -3.468 0.320
H 3.123 -2.285 -0.677
H 4.278 -3.407 -1.414
H 8.719 1.040 1.280
H 8.010 2.069 0.040
H 9.149 0.825 -0.427
H 9.360 -1.011 0.337
H 6.056 2.362 1.043
H 5.813 2.525 -0.697
H 3.724 3.161 0.342
H 3.790 1.777 1.445
H 3.385 2.707 -2.153
H 4.545 1.371 -2.261
H 2.858 1.101 -2.674
H 1.405 2.404 -0.517
H 1.205 0.723 -1.033
H 1.553 1.719 1.820
H 1.775 0.034 1.352
H -0.504 -0.095 0.497
H -0.476 0.363 2.198
H -0.894 2.289 -0.127
H -1.131 2.716 2.887
H -1.536 3.906 1.648
H 0.129 3.389 1.850
H -2.884 1.164 1.884
H -2.692 0.600 0.228
H -3.200 2.994 -0.532
H -3.653 3.336 1.136
H -5.226 1.309 0.972
H -5.709 2.785 0.149
H -4.167 0.694 -1.392
H -4.602 2.976 -2.352
H -6.334 2.675 -2.211
H -5.349 1.685 -3.290
H -7.113 0.621 -0.670
H -6.501 -0.111 -2.151
H -4.977 -1.546 -0.866
H -5.529 -0.823 0.645
H -7.838 -1.606 0.189
H -7.303 -2.318 -1.330
H -7.606 -3.998 0.386
H -4.628 -3.705 -0.198
H -5.822 -4.331 -1.339
H -5.498 -5.190 0.167
H -6.255 -4.135 2.403
H -7.080 -2.576 2.379
H -5.363 -2.680 1.975
```

=====

3.
ORCA calculation (ωB97M-V/def2-TZVPD) on a cluster of 10 separate species, C29H51Cl4FO7 in total at a distorted geometry.

Its SMILES is Fc1ccccc1.CC(C)=O.CC(C)=O.CC(C)=O.CC(C)=O.CC(C)=O.CC(C)=O.CC(C)=O.ClCCl.ClCCl. The calculation puts the HOMO energy at -9.529 eV. The calculation puts the maximum force at 1.68 eV/A. Its spin multiplicity is 1. The value obtained for the frontier orbital gap is 0.3656 hartree.

The geometry in XYZ format:
```
92
C29H51Cl4FO7 ωB97M-V/def2-TZVPD
F 16.375 0.172 -0.420
C 15.920 0.928 0.600
C 16.642 2.047 0.985
C 16.103 2.849 1.976
C 14.901 2.555 2.619
C 14.194 1.438 2.194
C 14.731 0.602 1.230
H 17.629 2.259 0.593
H 16.580 3.778 2.266
H 14.535 3.213 3.395
H 13.250 1.234 2.681
H 14.150 -0.268 0.943
C 15.287 1.841 -3.745
C 15.616 3.203 -3.207
C 16.976 3.433 -2.612
O 14.794 4.083 -3.193
H 14.439 1.928 -4.421
H 15.107 1.208 -2.872
H 16.098 1.377 -4.308
H 16.899 4.356 -2.029
H 17.660 3.749 -3.406
H 17.360 2.628 -1.995
C 12.309 7.291 4.981
C 11.866 6.278 3.928
C 10.614 6.586 3.125
O 12.516 5.269 3.786
H 11.684 8.177 5.083
H 13.287 7.646 4.669
H 12.349 6.752 5.925
H 10.046 5.690 2.877
H 11.052 7.000 2.211
H 9.929 7.249 3.644
C 18.148 -2.555 -0.498
C 17.931 -4.029 -0.718
C 17.089 -4.491 -1.871
O 18.460 -4.833 0.008
H 18.313 -2.482 0.579
H 17.355 -1.943 -0.909
H 19.129 -2.286 -0.898
H 16.043 -4.194 -1.788
H 17.054 -5.578 -1.896
H 17.537 -4.039 -2.758
C 12.149 -2.940 1.711
C 12.237 -3.356 0.267
C 13.615 -3.356 -0.338
O 11.269 -3.585 -0.416
H 11.128 -2.905 2.096
H 12.586 -1.956 1.873
H 12.620 -3.733 2.302
H 14.423 -3.484 0.382
H 13.820 -2.565 -1.061
H 13.688 -4.233 -0.995
C 15.788 6.369 3.909
C 16.156 5.748 5.235
C 17.082 4.561 5.220
O 15.641 6.129 6.256
H 15.338 5.618 3.252
H 16.546 6.918 3.346
H 14.998 7.115 3.971
H 16.661 3.679 4.734
H 17.351 4.241 6.228
H 18.046 4.760 4.743
C 18.278 6.260 1.126
C 18.862 5.666 -0.135
C 19.200 6.569 -1.297
O 19.095 4.480 -0.187
H 17.497 5.614 1.518
H 17.897 7.253 0.897
H 19.084 6.291 1.863
H 18.383 6.881 -1.942
H 19.917 5.998 -1.888
H 19.718 7.454 -0.917
C 14.438 5.186 -0.071
C 15.003 6.597 -0.079
C 14.433 7.511 0.979
O 15.869 6.961 -0.833
H 13.482 5.111 -0.588
H 14.474 4.824 0.952
H 15.057 4.554 -0.711
H 13.828 6.968 1.711
H 13.746 8.236 0.540
H 15.178 8.013 1.596
Cl 10.940 0.119 -0.752
C 12.119 1.319 -1.322
Cl 12.006 2.763 -0.334
H 13.154 0.998 -1.346
H 11.799 1.632 -2.311
Cl 10.400 0.617 2.623
C 9.380 -0.075 3.870
Cl 8.435 -1.402 3.229
H 9.986 -0.568 4.625
H 8.768 0.715 4.288
```

=====

no.,calculated total energy (eV)
1,-80764.794
2,-34981.192
3,-98038.732